--- w ---
Here is a single C4H4N2O molecule from OMol25. Energies are from the ωB97M-V functional and the def2-TZVPD basis.

Last column: Löwdin charge in e.
Element x y z (Å)
C 1.712 0.649 -0.173  0.04
C 0.267 0.246 -0.121  -0.37
N -0.549 1.117 0.285  0.11
N -2.020 0.870 -0.106  0.08
C -2.220 -0.342 0.061  -0.07
C -1.345 -1.377 0.256  -0.07
O -0.116 -1.085 -0.369  0.02
H 1.740 1.365 0.502  0.04
H 1.821 1.006 -1.104  0.06
H 2.269 -0.280 -0.060  0.10
H -1.559 -2.169 0.830  0.07

Results
LUMO level, eV: -0.82
SMILES: CC1=NN=C=CO1
Highest occupied orbital energy, eV: -8.9353
Orbital gap, eV: 8.1



--- x ---
Here is a single C4H4N2O molecule from OMol25. Energies are from the ωB97M-V functional and the def2-TZVPD basis.

Last column: Löwdin charge in e.
Element x y z (Å)
C 2.592 0.021 -0.213  0.00
C 1.317 0.322 -0.170  -0.06
C 0.097 0.802 0.094  -0.10
N -1.101 0.147 -0.092  0.02
N -1.724 -1.246 -0.339  0.17
C -2.420 -0.049 0.150  -0.48
O -3.355 0.434 0.662  0.15
H 3.380 -0.026 0.611  0.09
H 2.975 -0.225 -1.106  0.00
H -0.129 1.846 0.104  0.12
H -1.631 -2.025 0.298  0.09

Results
LUMO level, eV: 0.45
SMILES: C=C=CN1NC1=O
Highest occupied orbital energy, eV: -8.4822
Orbital gap, eV: 8.9



--- y ---
Here is C4H4N2O as an isolated structure from OMol25. Energies are from the ωB97M-V functional and the def2-TZVPD basis.

Last column: Löwdin charge in e.
Element x y z (Å)
O 2.278 -1.336 -0.078  0.07
C 1.200 -0.786 0.015  -0.48
C 1.052 0.688 0.025  0.02
C -0.153 1.264 -0.097  -0.10
N -1.340 0.478 -0.165  0.03
C -1.086 -0.902 -0.181  -0.26
N 0.004 -1.529 0.057  0.15
H 1.961 1.273 0.119  0.12
H -0.284 2.346 -0.165  0.11
H -1.613 -0.059 0.826  0.21
H -2.020 -1.438 -0.355  0.13

Results
LUMO level, eV: 0.14
Highest occupied orbital energy, eV: -9.9046
Orbital gap, eV: 10.0



The energy of each structure relative to the most stable one, in kcal/mol, is as follows: w 70.5; x 68.5; y 0.0.



--- w ---
Here is C3H6N4O as an isolated structure from OMol25. Energies are from the ωB97M-V functional and the def2-TZVPD basis.

Last column: Löwdin charge in e.
Element x y z (Å)
C 2.633 0.119 -0.030  -0.17
C 0.220 0.125 0.137  -0.50
C -1.839 0.086 -0.067  -0.51
H 2.254 0.977 -0.864  0.11
H 3.590 -0.749 -0.580  0.15
H 3.366 0.646 1.209  0.17
H 1.420 -1.338 -0.308  0.10
H -3.498 -1.056 -0.554  0.07
H -3.964 0.273 0.457  0.18
N 1.374 -0.533 0.248  -0.06
N -0.092 1.380 0.099  0.12
N -1.555 1.302 -0.003  0.10
N -3.120 -0.432 0.147  0.09
O -0.790 -0.801 0.108  0.13

Results
LUMO level, eV: 0.58
Highest occupied orbital energy, eV: -8.8265
Orbital gap, eV: 9.4



--- x ---
Here is C3H6N4O as an isolated structure from OMol25. Energies are from the ωB97M-V functional and the def2-TZVPD basis.

Last column: Löwdin charge in e.
Element x y z (Å)
C 1.344 0.215 -0.097  -0.38
C 0.512 1.314 -0.284  0.01
C -0.876 0.699 -0.071  -0.40
H -2.212 -1.227 1.050  0.17
H -1.321 -2.635 -0.538  0.23
H 1.065 -1.504 0.715  0.15
H 3.408 0.671 -0.690  0.34
H 0.979 2.448 0.044  0.17
H -1.774 2.269 0.309  0.06
N -1.779 -1.452 -0.166  -0.03
N -0.694 -0.762 -0.221  -0.35
N 0.668 -1.056 -0.134  0.05
N -2.009 1.298 -0.017  0.09
O 2.688 -0.278 0.101  -0.11

Results
LUMO level, eV: -0.96
Highest occupied orbital energy, eV: -7.6521
Orbital gap, eV: 6.7



The energy of each structure relative to the most stable one, in kcal/mol, is as follows: w 0.0; x 110.5.



--- w ---
Here is a single C3H6N4O molecule from OMol25. Energies are from the ωB97M-V functional and the def2-TZVPD basis.

Last column: Löwdin charge in e.
Element x y z (Å)
N 1.993 1.906 -0.401  -0.06
N 1.405 0.729 -0.992  -0.04
C 0.454 -0.006 -0.469  -0.42
N 0.203 -1.318 -0.872  0.07
C -1.203 -1.641 -0.046  -0.15
C -1.627 -0.624 1.067  -0.21
N -1.147 0.424 1.442  0.12
O -0.193 0.941 0.375  -0.09
H 1.312 2.790 0.108  0.19
H 2.724 1.652 0.420  0.12
H 1.983 0.609 -1.775  0.12
H -1.277 -2.893 0.279  0.16
H -2.100 -1.683 -0.740  0.08
H -2.528 -0.885 1.605  0.11

Results
LUMO level, eV: 0.70
SMILES: NNC1=NCC=NO1
Highest occupied orbital energy, eV: -8.7814
Orbital gap, eV: 9.5



--- x ---
Here is C3H6N4O as an isolated structure from OMol25. Energies are from the ωB97M-V functional and the def2-TZVPD basis.

Last column: Löwdin charge in e.
Element x y z (Å)
C 2.167 -0.728 -0.150  -0.01
C 0.164 0.518 1.378  -0.14
C -0.836 -0.052 -0.636  -0.47
H 2.922 -0.956 -0.907  0.04
H 1.334 -1.751 -0.002  0.18
H 2.760 -0.277 0.979  0.16
H 0.725 0.938 2.324  0.16
H -2.632 -0.404 0.350  0.20
H -0.202 -0.691 -2.372  0.05
N 0.276 0.423 -0.021  -0.17
N -1.121 0.398 1.640  0.03
N -1.649 0.028 0.490  -0.01
N -1.040 -0.736 -1.723  0.09
O 1.358 0.491 -0.828  -0.11

Results
LUMO level, eV: 0.58
Highest occupied orbital energy, eV: -8.0249
Orbital gap, eV: 8.6



The energy of each structure relative to the most stable one, in kcal/mol, is as follows: w 12.8; x 0.0.



--- w ---
Here is a single C3H6N4O molecule from OMol25. Energies are from the ωB97M-V functional and the def2-TZVPD basis.

Last column: Löwdin charge in e.
Element x y z (Å)
N 0.798 1.533 1.761  0.07
C 0.351 0.675 0.734  -0.27
C 0.531 0.816 -0.640  0.01
N -0.035 -0.261 -1.235  -0.29
N -0.050 -0.578 -2.559  0.08
N -0.593 -1.094 -0.374  0.12
C -0.362 -0.554 0.796  -0.38
O -0.866 -1.048 1.964  0.05
H -0.038 1.884 2.233  0.09
H 1.276 0.986 2.467  0.08
H 1.079 1.510 -1.259  0.12
H 0.325 -1.503 -2.701  0.09
H -1.016 -0.520 -2.918  0.10
H -1.400 -1.846 1.734  0.12

Results
LUMO level, eV: 0.85
SMILES: Nc1cn(N)nc1O
Highest occupied orbital energy, eV: -8.6215
Orbital gap, eV: 9.5



--- x ---
Here is a single C3H6N4O molecule from OMol25. Energies are from the ωB97M-V functional and the def2-TZVPD basis.

Last column: Löwdin charge in e.
Element x y z (Å)
H 1.421 1.770 2.324  0.00
N 0.908 1.038 2.656  0.15
C 0.496 0.428 1.645  -0.35
N -0.320 -0.826 1.541  0.15
C -0.230 -1.225 0.393  -0.36
N 0.596 -0.707 -0.416  -0.11
O 0.031 -0.702 -1.606  -0.14
C -1.127 0.047 -1.700  -0.08
N 0.877 0.786 0.139  0.13
H -0.724 -2.244 0.236  0.18
H -1.884 -0.250 -1.045  0.08
H -0.832 1.105 -1.659  0.10
H -1.222 -0.172 -2.725  0.09
H 2.011 0.951 0.217  0.17

Results
LUMO level, eV: 0.68
SMILES: [H]/N=c1/ncn(OC)[nH]1
Highest occupied orbital energy, eV: -9.6394
Orbital gap, eV: 10.3



--- y ---
Here is a single C3H6N4O molecule from OMol25. Energies are from the ωB97M-V functional and the def2-TZVPD basis.

Last column: Löwdin charge in e.
Element x y z (Å)
O -2.471 0.499 0.489  -0.07
C -1.914 -0.509 -0.336  -0.18
C -0.400 -0.331 -0.313  -0.36
N 0.297 -1.310 0.042  0.06
N 1.682 -1.117 0.185  0.01
C 2.128 0.083 0.101  -0.26
N 1.353 1.181 0.125  0.00
N 0.012 1.000 -0.454  0.04
H -2.321 0.252 1.417  0.11
H -2.166 -1.527 -0.064  0.12
H -2.315 -0.367 -1.299  0.10
H 3.179 0.229 0.377  0.12
H 1.757 2.023 -0.384  0.16
H -0.654 1.671 0.047  0.16

Results
LUMO level, eV: 0.69
SMILES: OCC1=NN=CNN1
Highest occupied orbital energy, eV: -8.1428
Orbital gap, eV: 8.8



--- z ---
Here is a single C3H6N4O molecule from OMol25. Energies are from the ωB97M-V functional and the def2-TZVPD basis.

Last column: Löwdin charge in e.
Element x y z (Å)
H 2.618 0.869 1.376  0.06
N 2.528 -0.129 1.059  0.11
C 1.759 -0.061 0.029  -0.59
N 1.417 -1.199 -0.674  0.09
N 1.072 1.090 -0.411  0.11
C -0.172 1.049 -0.374  -0.24
N -1.009 0.040 -0.027  0.08
C -2.372 0.206 0.162  -0.31
O -3.117 -0.729 0.337  0.06
H 1.949 -2.040 -0.438  0.11
H 1.230 -1.046 -1.680  0.12
H -0.786 1.927 -0.692  0.14
H -0.714 -0.917 0.095  0.14
H -2.708 1.252 0.114  0.13

Results
LUMO level, eV: 0.73
SMILES: [H]/N=C(N)\N=C/NC=O
Highest occupied orbital energy, eV: -9.5402
Orbital gap, eV: 10.3



The energy of each structure relative to the most stable one, in kcal/mol, is as follows: w 32.3; x 130.5; y 69.8; z 0.0.



--- w ---
Here is a single C3H6N4O molecule from OMol25. Energies are from the ωB97M-V functional and the def2-TZVPD basis.

Last column: Löwdin charge in e.
Element x y z (Å)
H -2.408 -1.989 -0.239  0.10
N -2.488 -1.037 0.273  0.13
C -1.446 -0.361 0.091  -0.48
N -1.468 1.135 0.055  0.14
C -0.259 1.528 -0.193  -0.11
N 0.641 0.461 -0.339  -0.11
N 1.780 0.319 0.515  -0.05
C 2.503 -0.745 -0.106  -0.14
O -0.203 -0.727 -0.360  0.00
H 0.227 2.471 -0.041  0.13
H 1.722 0.116 1.553  0.15
H 1.902 -1.739 -0.275  0.11
H 3.342 -1.165 0.596  0.12
H 2.803 -0.549 -0.992  0.00

Results
LUMO level, eV: 0.34
SMILES: [H]/N=c1/ncn(NC)o1
Highest occupied orbital energy, eV: -9.4017
Orbital gap, eV: 9.7



--- x ---
Here is a single C3H6N4O molecule from OMol25. Energies are from the ωB97M-V functional and the def2-TZVPD basis.

Last column: Löwdin charge in e.
Element x y z (Å)
N -0.715 -1.637 0.799  0.18
C -0.555 -0.449 0.146  -0.32
N -1.637 0.390 -0.072  0.01
N -0.945 1.575 0.387  0.01
C 0.677 1.432 -0.207  -0.33
O 1.382 2.383 -0.361  0.08
C 0.687 0.037 -0.304  -0.27
N 1.766 -0.742 -0.774  0.07
H 0.052 -2.289 0.727  0.10
H -1.649 -2.011 0.861  0.10
H -2.447 0.196 0.512  0.12
H -1.292 2.388 -0.116  0.08
H 2.243 -0.282 -1.542  0.09
H 2.434 -0.990 -0.055  0.08

Results
LUMO level, eV: 0.65
SMILES: Nc1[nH][nH]c(=O)c1N
Highest occupied orbital energy, eV: -8.1100
Orbital gap, eV: 8.8



--- y ---
Here is a single C3H6N4O molecule from OMol25. Energies are from the ωB97M-V functional and the def2-TZVPD basis.

Last column: Löwdin charge in e.
Element x y z (Å)
N 2.257 -0.060 -0.152  -0.05
N 1.404 1.011 0.138  0.03
C 0.201 0.711 -0.079  -0.38
C -1.033 1.305 0.242  -0.02
C -2.006 0.347 0.091  -0.08
N -1.466 -0.766 -0.504  0.01
N -0.037 -0.673 -0.466  -0.07
O 0.253 -1.448 0.782  -0.03
H 1.926 -0.456 -1.064  0.10
H 3.232 0.308 -0.355  0.11
H -1.135 2.289 0.656  0.10
H -3.049 0.500 0.199  0.11
H -1.751 -1.694 -0.269  0.13
H 1.205 -1.373 0.780  0.04

Results
LUMO level, eV: 0.72
SMILES: N/N=c1/cc[nH]n1O
Highest occupied orbital energy, eV: -7.9048
Orbital gap, eV: 8.6



--- z ---
Here is a single C3H6N4O molecule from OMol25. Energies are from the ωB97M-V functional and the def2-TZVPD basis.

Last column: Löwdin charge in e.
Element x y z (Å)
H -1.485 2.497 0.145  0.04
N -1.707 1.495 0.078  0.10
C -0.645 0.802 -0.133  -0.45
C 0.731 1.127 -0.184  0.02
C 1.381 -0.041 -0.101  -0.40
O 2.711 -0.247 0.049  0.10
N 0.575 -1.142 -0.158  0.12
N -0.741 -0.576 -0.323  -0.21
N -1.785 -1.327 -0.057  0.05
H 1.121 2.165 -0.390  0.14
H 3.077 0.640 -0.008  0.11
H 0.565 -1.745 0.674  0.15
H -1.910 -1.478 1.014  0.14
H -1.887 -2.171 -0.606  0.09

Results
LUMO level, eV: 0.58
SMILES: [H]/N=c1\cc(O)[nH]n1N
Highest occupied orbital energy, eV: -8.0419
Orbital gap, eV: 8.6



The energy of each structure relative to the most stable one, in kcal/mol, is as follows: w 57.4; x 0.0; y 51.5; z 15.2.